1.
Molecular formula: C34H41IN7O5ReS4
Method: DFT, wB97M-V/def2-TZVPD

```
! RIJCOSX wB97M-V def2-TZVPD def2/J DEFGRID3
* xyz 3 4
Re 0.55 -0.03 0.88
N -3.29 5.78 -3.89
C -2.43 4.85 -3.44
C -1.11 5.19 -3.09
C -0.23 4.24 -2.66
C -0.64 2.90 -2.55
C -1.96 2.54 -2.88
C -2.84 3.50 -3.32
S 0.45 1.70 -2.05
O 1.81 2.11 -2.24
O 0.00 0.40 -2.43
N 0.26 1.61 -0.33
C 0.85 2.46 0.54
S 1.39 4.07 0.52
C 1.88 3.89 2.18
C 1.64 2.66 2.65
N 1.03 1.84 1.71
H -2.99 6.73 -4.05
H -4.20 5.53 -4.22
H -0.78 6.22 -3.20
H 0.81 4.50 -2.46
H -2.26 1.50 -2.83
H -3.84 3.22 -3.61
H 2.32 4.72 2.71
H 1.83 2.29 3.65
O -1.43 0.12 1.10
S -2.26 1.19 1.91
C -2.71 2.48 0.72
C -4.22 2.62 0.87
C -4.76 1.19 0.89
C -3.91 0.43 1.91
H -2.44 2.08 -0.26
H -2.13 3.38 0.93
H -4.63 3.21 0.05
H -4.47 3.14 1.80
H -4.66 0.74 -0.09
H -5.81 1.15 1.18
H -3.74 -0.62 1.70
H -4.28 0.53 2.93
O 0.29 -1.70 -0.09
S 0.29 -2.90 -1.09
C -0.99 -2.48 -2.24
C -0.87 -2.83 -3.57
C -1.95 -2.62 -4.41
C -3.13 -2.08 -3.91
C -3.23 -1.74 -2.57
C -2.16 -1.94 -1.71
C 1.79 -2.87 -2.01
C 2.51 -1.72 -2.29
C 3.68 -1.83 -3.02
C 4.10 -3.08 -3.48
C 3.38 -4.22 -3.18
C 2.22 -4.13 -2.42
H 0.04 -3.25 -3.96
H -1.87 -2.87 -5.46
H -3.97 -1.93 -4.57
H -4.16 -1.34 -2.18
H -2.23 -1.68 -0.67
H 2.16 -0.75 -1.97
H 4.25 -0.94 -3.26
H 5.01 -3.15 -4.06
H 3.72 -5.19 -3.52
H 1.67 -5.02 -2.15
C 1.32 -1.23 4.16
N 2.63 -0.70 3.77
C 3.57 -0.39 4.86
C 4.97 -0.80 4.46
C 5.33 -0.10 3.17
N 4.27 -0.31 2.16
C 4.69 -0.16 0.77
C 3.03 -0.61 2.50
O 2.17 -0.88 1.54
H 1.47 -2.08 4.83
H 0.74 -1.59 3.32
H 0.76 -0.47 4.70
H 3.23 -0.93 5.75
H 3.52 0.68 5.08
H 5.01 -1.88 4.32
H 5.68 -0.54 5.24
H 6.25 -0.48 2.75
H 5.45 0.98 3.32
H 5.49 -0.88 0.56
H 5.07 0.85 0.61
H 3.87 -0.36 0.09
I -3.69 -5.49 0.00
C -3.07 -4.13 1.41
C -3.81 -3.53 2.40
N -2.97 -2.70 3.06
N -1.71 -2.74 2.56
C -1.77 -3.61 1.57
H -4.84 -3.66 2.69
H -3.15 -2.19 3.90
H -0.88 -3.87 1.02
*
```

Gap between HOMO and LUMO (spin up / spin down) in eV: 6.129 / 5.462
Expectation value of S²: 3.766

Mulliken population analysis, charges in e, atoms 1 to 5: Re 1.92; N -0.45; C 1.11; C -0.93; C -0.71

***

2.
Molecular formula: C34H41N12O2PbS2
Method: DFT, wB97M-V/def2-TZVPD

```
! RIJCOSX wB97M-V def2-TZVPD def2/J DEFGRID3
* xyz 1 1
Pb -0.03 0.15 -1.71
N 1.85 -4.45 -0.08
C 0.87 -3.89 -0.84
S 1.05 -4.51 -2.52
N -0.01 -3.17 -0.32
N -0.84 -2.25 -0.78
C -2.08 -2.32 -0.47
C -2.97 -1.17 -0.70
C -4.31 -1.27 -0.35
C -5.13 -0.16 -0.52
C -4.58 1.02 -1.01
C -3.23 1.03 -1.33
N -2.45 -0.04 -1.20
H 2.34 -5.26 -0.43
H 1.76 -4.36 0.92
H -2.49 -3.20 0.01
H -4.69 -2.19 0.05
H -6.18 -0.22 -0.28
H -5.18 1.91 -1.13
H -2.75 1.93 -1.70
N 0.51 -2.26 -5.94
C 0.85 -2.31 -4.61
S -0.22 -3.48 -3.74
N 1.76 -1.60 -4.14
N 1.85 -1.38 -2.79
C 2.98 -1.50 -2.23
C 3.13 -1.19 -0.80
C 4.40 -1.21 -0.23
C 4.52 -1.00 1.14
C 3.37 -0.81 1.89
C 2.15 -0.79 1.23
N 2.02 -0.95 -0.08
H 0.11 -3.08 -6.36
H 1.09 -1.68 -6.53
H 3.85 -1.88 -2.77
H 5.27 -1.37 -0.85
H 5.49 -0.98 1.60
H 3.42 -0.67 2.96
H 1.22 -0.63 1.77
C -1.49 4.19 -4.39
N -2.11 2.98 -4.92
C -2.62 3.11 -6.28
C -1.77 1.77 -4.40
N -0.71 1.57 -3.66
N -2.62 0.74 -4.66
C -4.06 0.93 -4.76
C -2.19 -0.64 -4.53
H -2.14 5.03 -4.61
H -0.52 4.39 -4.83
H -1.38 4.11 -3.31
H -1.90 3.64 -6.89
H -3.56 3.66 -6.30
H -2.78 2.12 -6.71
H -0.09 2.38 -3.66
H -4.32 1.97 -4.58
H -4.56 0.32 -4.00
H -4.44 0.63 -5.74
H -1.11 -0.67 -4.42
H -2.46 -1.20 -5.43
H -2.65 -1.12 -3.67
C 1.78 -1.96 7.64
C 1.06 -0.75 7.10
C 0.50 0.17 7.98
C -0.16 1.29 7.51
C -0.24 1.52 6.14
C 0.33 0.61 5.25
N 0.27 0.88 3.86
C 1.23 1.59 3.19
C 2.41 1.97 3.85
C 3.41 2.64 3.18
C 3.27 2.96 1.83
C 2.11 2.60 1.18
C 1.08 1.92 1.82
C -0.11 1.50 1.04
O -1.03 0.85 1.54
O -0.10 1.80 -0.24
C 0.96 -0.54 5.72
C 1.53 -1.56 4.77
H 1.79 -1.96 8.73
H 2.81 -2.00 7.28
H 1.30 -2.89 7.31
H 0.57 0.00 9.05
H -0.60 2.00 8.20
H -0.73 2.40 5.75
H -0.59 0.74 3.35
H 2.53 1.72 4.89
H 4.31 2.92 3.71
H 4.06 3.49 1.30
H 1.98 2.84 0.13
H 1.33 -1.27 3.74
H 1.09 -2.54 4.94
H 2.61 -1.66 4.90
*
```

Gap between HOMO and LUMO in eV: 6.631

Mulliken population analysis, charges in e, atoms 1 to 5: Pb 1.67; N -0.37; C 0.41; S -0.24; N -1.18

***

3.
Molecular formula: C34H41N6O5RuS
Method: DFT, wB97M-V/def2-TZVPD

```
! RIJCOSX wB97M-V def2-TZVPD def2/J DEFGRID3
* xyz 0 6
Ru 0.07 -0.69 0.72
C -2.94 0.91 4.11
C -2.57 0.41 2.72
O -1.37 0.13 2.52
C -3.58 0.32 1.75
C -3.42 -0.41 0.56
C -4.62 -0.56 -0.34
N -2.30 -1.02 0.23
N -2.40 -1.93 -0.74
C -1.40 -2.79 -0.86
O -0.37 -2.81 -0.15
C -1.59 -3.79 -1.93
C -2.69 -3.75 -2.78
C -2.81 -4.66 -3.81
C -1.82 -5.62 -4.01
C -0.75 -5.70 -3.14
C -0.63 -4.79 -2.11
H -3.14 0.05 4.75
H -3.83 1.54 4.09
H -2.09 1.45 4.53
H -4.56 0.70 1.97
H -5.39 0.17 -0.10
H -5.04 -1.56 -0.23
H -4.30 -0.45 -1.38
H -3.44 -3.00 -2.61
H -3.66 -4.63 -4.47
H -1.90 -6.31 -4.83
H 0.00 -6.47 -3.26
H 0.20 -4.83 -1.41
C 2.65 3.13 5.51
O 3.76 2.72 4.76
C 3.59 1.68 3.89
C 4.74 1.30 3.17
C 4.68 0.28 2.27
C 3.48 -0.42 2.02
C 3.40 -1.40 0.99
C 4.69 -1.89 0.36
O 2.33 -1.86 0.56
C 2.30 -0.07 2.77
O 1.19 -0.67 2.67
C 2.41 1.01 3.70
H 2.99 3.94 6.14
H 2.26 2.31 6.13
H 1.84 3.49 4.86
H 5.66 1.84 3.34
H 5.57 0.01 1.73
H 5.37 -2.23 1.13
H 5.17 -1.08 -0.19
H 4.48 -2.70 -0.33
H 1.51 1.25 4.23
C -1.69 2.33 -0.37
N -1.31 3.33 0.64
C -0.80 4.55 0.01
C -0.31 2.78 1.64
C 1.01 2.48 1.00
C 2.07 3.37 1.19
C 3.29 3.14 0.60
C 3.44 2.04 -0.22
C 2.38 1.16 -0.42
C 1.14 1.32 0.22
H -2.28 2.79 -1.16
H -2.27 1.53 0.10
H -0.79 1.87 -0.79
H -2.15 3.56 1.18
H 0.11 4.31 -0.54
H -0.57 5.31 0.76
H -1.54 4.96 -0.69
H -0.71 1.85 2.04
H -0.21 3.53 2.43
H 1.93 4.24 1.83
H 4.12 3.82 0.76
H 4.38 1.85 -0.72
H 2.52 0.33 -1.10
C -2.85 -1.29 -5.42
C -2.08 -0.12 -4.81
C -1.06 -0.55 -3.82
N -0.89 -0.04 -2.66
N 0.11 -0.58 -1.95
C 0.75 -1.52 -2.58
N 1.83 -2.16 -2.12
S 0.10 -1.84 -4.19
H -3.47 -0.94 -6.24
H -3.49 -1.75 -4.67
H -2.16 -2.04 -5.80
H -2.76 0.57 -4.32
H -1.57 0.42 -5.62
H 1.98 -2.13 -1.10
H 2.07 -3.03 -2.57
*
```

Gap between HOMO and LUMO (spin up / spin down) in eV: 6.429 / 5.811
Expectation value of S²: 8.764

Mulliken population analysis, charges in e, atoms 1 to 5: Ru 1.03; C -1.73; C 0.75; O -0.31; C -1.00

***

4.
Molecular formula: C34H42AuGeOP
Method: DFT, wB97M-V/def2-TZVPD

```
! RIJCOSX wB97M-V def2-TZVPD def2/J DEFGRID3
* xyz 0 3
Au 1.79 -0.12 0.27
C 0.61 -0.26 1.89
Ge -1.27 0.02 2.15
C -1.81 1.85 1.66
C -0.88 2.84 1.38
C -1.29 4.13 1.07
C -2.64 4.44 1.01
C -3.58 3.46 1.29
C -3.17 2.18 1.61
C -1.67 -0.21 4.06
C -1.31 -1.39 4.71
C -1.53 -1.55 6.07
C -2.11 -0.53 6.81
C -2.46 0.65 6.18
C -2.24 0.80 4.82
C -2.48 -1.16 1.13
C -2.81 -0.82 -0.30
C -3.76 -1.78 -0.93
C -4.24 -2.88 -0.29
C -3.89 -3.14 1.04
C -3.02 -2.26 1.72
H 1.11 -0.52 2.82
H 0.17 2.60 1.42
H -0.55 4.90 0.87
H -2.95 5.45 0.77
H -4.64 3.70 1.25
H -3.92 1.43 1.82
H -0.84 -2.20 4.16
H -1.24 -2.48 6.56
H -2.28 -0.66 7.87
H -2.90 1.46 6.75
H -2.52 1.74 4.34
H -3.29 0.18 -0.30
H -4.06 -1.58 -1.95
H -4.92 -3.55 -0.81
H -4.29 -4.01 1.55
H -2.80 -2.48 2.76
C 6.29 -1.79 -0.20
C 5.11 -0.83 -0.08
P 3.53 -1.36 -0.86
C 3.27 -3.03 -0.15
C 1.89 -3.61 -0.44
C 4.06 -1.72 -2.59
C 2.94 -1.75 -3.63
H 7.15 -1.41 0.35
H 6.59 -1.93 -1.23
H 6.05 -2.77 0.22
H 5.35 0.14 -0.52
H 4.87 -0.63 0.97
H 3.40 -2.92 0.93
H 4.05 -3.70 -0.51
H 1.11 -2.96 -0.05
H 1.78 -4.60 0.01
H 1.72 -3.73 -1.51
H 4.59 -2.68 -2.58
H 4.79 -0.96 -2.87
H 2.17 -2.48 -3.38
H 3.34 -2.01 -4.61
H 2.46 -0.78 -3.71
C -1.56 -0.65 -1.16
H -0.93 -1.54 -1.13
H -1.84 -0.46 -2.20
H -0.95 0.20 -0.82
C 1.07 4.17 -1.39
C 1.28 2.77 -1.90
O 2.10 2.03 -1.41
C 0.42 2.30 -3.04
C 0.48 0.95 -3.39
C -0.28 0.48 -4.44
C -1.09 1.34 -5.16
C -1.15 2.69 -4.82
C -0.40 3.17 -3.76
H 1.69 4.31 -0.51
H 0.03 4.33 -1.14
H 1.35 4.90 -2.15
H 1.10 0.30 -2.80
H -0.24 -0.57 -4.70
H -1.68 0.97 -5.98
H -1.79 3.36 -5.38
H -0.45 4.21 -3.50
*
```

Gap between HOMO and LUMO (spin up / spin down) in eV: 6.574 / 7.767
Expectation value of S²: 2.046

Mulliken population analysis, charges in e, atoms 1 to 5: Au 0.08; C -1.45; Ge 1.64; C -0.29; C -0.39

***

5.
Molecular formula: C34H42BClIN2O11PS
Method: DFT, wB97M-V/def2-TZVPD

```
! RIJCOSX wB97M-V def2-TZVPD def2/J DEFGRID3
* xyz 0 1
H -0.90 -3.53 1.60
N -1.25 -3.50 0.61
C -0.18 -3.43 -0.27
C 1.39 -3.39 0.28
C -0.35 -3.41 -1.93
C -0.77 -1.95 -2.53
C -2.39 -1.55 -2.39
P -3.73 -2.69 -1.63
O -4.49 -3.68 -2.88
Cl -5.35 -1.42 -0.96
C -2.88 -0.08 -2.94
C -1.81 0.95 -3.65
C -2.42 2.40 -4.16
C -3.03 3.14 -2.82
C -1.93 3.38 -1.62
S -2.96 3.72 -0.05
C -0.22 0.57 -3.83
C 0.28 -0.91 -3.24
C 1.88 -1.25 -3.47
O 2.30 -2.49 -3.79
C 2.92 0.03 -3.34
C 2.42 1.49 -3.94
C 3.32 2.86 -3.96
C 4.85 2.76 -3.32
I 6.09 4.58 -3.40
C 5.41 1.34 -2.65
O 6.75 1.16 -2.06
C 6.98 2.03 -0.90
C 5.64 2.40 -0.03
C 4.42 -0.01 -2.67
B 5.02 -1.39 -2.00
N 4.61 -1.78 -0.56
O 5.97 -2.31 -2.68
C 0.89 1.54 -4.57
O 0.66 2.33 -5.62
H 1.39 -3.69 1.42
H 1.79 -2.31 0.06
H 1.96 -4.20 -0.39
H -1.27 -4.13 -2.14
H 0.57 -3.92 -2.45
H -4.28 -3.33 -3.79
H -4.02 0.23 -2.85
H -1.64 3.11 -4.65
H -3.34 2.19 -4.87
H -3.38 4.22 -3.17
H -3.99 2.56 -2.43
H -1.26 4.34 -1.76
H -1.27 2.46 -1.36
H -2.09 3.32 1.01
H 2.94 3.90 -4.42
H 7.70 1.43 -0.16
H 7.60 2.96 -1.27
H 4.97 3.23 -0.57
H 5.02 1.46 0.30
H 6.02 2.93 0.97
H 3.75 -1.18 -0.39
H 5.36 -1.38 0.06
H 6.76 -2.41 -2.05
O -0.25 -2.61 3.43
C -1.34 -2.07 3.53
C -1.83 -1.30 4.72
C -3.31 -1.23 4.45
C -3.38 -1.26 2.95
O -2.28 -2.06 2.54
H -1.36 -0.31 4.71
H -1.61 -1.83 5.65
H -3.79 -0.34 4.89
H -3.80 -2.12 4.87
H -3.28 -0.26 2.51
H -4.32 -1.71 2.60
O 2.76 4.69 0.07
C 3.04 4.82 1.25
C 3.37 6.12 1.92
C 4.01 5.66 3.21
C 3.34 4.34 3.46
O 3.07 3.81 2.16
H 2.45 6.68 2.10
H 4.07 6.71 1.32
H 3.89 6.37 4.03
H 5.09 5.51 3.05
H 2.39 4.45 3.99
H 3.98 3.65 4.02
O -6.37 -3.29 5.51
C -6.31 -3.84 4.42
C -7.35 -4.74 3.83
C -6.60 -5.41 2.71
C -5.59 -4.36 2.32
O -5.28 -3.67 3.53
H -8.18 -4.13 3.46
H -7.70 -5.46 4.57
H -7.24 -5.72 1.88
H -6.09 -6.30 3.09
H -5.98 -3.65 1.60
H -4.68 -4.81 1.91
*
```

Structure (SMILES): [H]/N=C(\C)Cc1c(P(O)Cl)cc(CCCS)c2c1C(=O)c1c(cc(I)c(OCC)c1B(N)O)C2=O.O=C1CCCO1.O=C1CCCO1.O=C1CCCO1
Gap between HOMO and LUMO in eV: 6.771

Mulliken population analysis, charges in e, atoms 1 to 5: H 0.22; N -0.41; C 0.48; C -0.62; C -0.95

***

| no. | energy (Eh) | largest force on an atom (eV Å⁻¹) |
| --- | --- | --- |
| 1 | -4047.5179 | 0.40 |
| 2 | -3116.8310 | 1.51 |
| 3 | -2517.8552 | 2.23 |
| 4 | -3949.8628 | 0.96 |
| 5 | -3779.5364 | 8.44 |